{
  "formula": "C3H24NO19Y",
  "method": "wB97M-V/def2-TZVPD",
  "species": ["N", "H", "H", "H", "H", "Y", "C", "O", "O", "O", "C", "O", "O", "O", "C", "O", "O", "O", "O", "H", "H", "O", "H", "H", "O", "H", "H", "O", "H", "H", "O", "H", "H", "O", "H", "H", "O", "H", "H", "O", "H", "H", "O", "H", "H", "O", "H", "H"],
  "coordinates": [[6.6792, -2.1832, 6.3027], [6.3297, -2.4626, 7.2041], [6.4789, -2.8328, 5.5922], [7.6625, -1.9386, 6.3778], [6.2718, -1.3353, 6.1344], [1.5527, -6.5690, 6.5941], [3.6049, -5.0243, 7.1391], [2.3361, -4.7010, 7.2816], [3.7661, -6.2635, 6.9248], [4.3735, -4.1555, 6.7453], [1.0191, -6.1514, 4.0697], [0.4364, -5.5124, 5.1163], [0.9679, -5.5901, 2.9165], [1.9179, -6.9913, 4.4948], [0.9273, -9.1400, 6.7687], [0.0499, -8.0844, 6.5750], [2.2051, -8.7232, 6.7671], [0.3753, -10.1937, 7.3291], [1.8860, -6.9247, 8.9192], [1.7368, -7.7642, 9.3582], [1.6657, -6.2339, 9.5891], [3.9626, -2.5615, 4.8400], [3.7492, -3.1768, 4.1265], [4.1778, -3.1472, 5.6375], [-0.0131, -2.8509, 8.9145], [-0.4541, -2.5485, 9.7005], [0.9585, -2.6750, 8.8475], [3.0814, -2.8598, 9.1072], [2.7982, -3.4542, 8.4146], [3.8853, -3.2811, 9.3804], [4.2195, -6.2172, 10.3786], [4.5611, -5.4016, 10.0807], [3.8423, -6.6656, 9.6070], [5.5715, -8.2117, 6.8131], [6.5046, -7.9904, 6.6236], [5.1402, -7.3602, 6.7883], [5.3943, -5.3062, 4.4555], [4.9482, -4.8648, 5.1504], [5.1142, -4.8733, 3.6218], [1.7609, -2.3511, 6.3899], [1.9370, -3.2461, 6.6630], [2.6111, -2.2095, 5.9632], [-0.2846, -5.4706, 7.8761], [-0.3328, -4.6521, 8.3521], [-1.1533, -5.7421, 7.7002], [6.6311, -5.0639, 7.6501], [7.0870, -5.7177, 7.1466], [5.7452, -4.9868, 7.2836]],
  "mulliken_charge": [-0.304, 0.255, 0.282, 0.383, 0.350, 1.138, 1.269, -0.039, -0.543, -0.582, 0.646, -0.680, -0.839, -0.702, 0.577, -0.609, -0.587, -0.821, -0.482, 0.244, 0.256, -0.836, 0.339, 0.152, -0.679, 0.236, 0.267, -0.869, 0.358, 0.327, -0.690, 0.279, 0.401, -0.617, 0.295, 0.467, -0.650, 0.234, 0.337, -0.866, 0.255, 0.449, -0.389, 0.250, 0.233, -0.734, 0.232, 0.008],
  "e_lumo_ev": 2.32,
  "total_charge": -2
}